(1)
{
  "formula": "H2P4S3",
  "method": "ωB97M-V/def2-TZVPD",
  "max_force_ev_per_a": 3.406,
  "multiplicity": 3,
  "homo_lumo_gap_ev": [2.7862, 4.6742],
  "charge": -2,
  "relative_energy_ev": 1.4735,
  "energy_ev": -69691.83704,
  "s_squared": 2.011,
  "lumo_energy_ev": [5.382, 4.480],
  "homo_energy_ev": [2.60, -0.19],
  "elements": ["P", "P", "P", "P", "S", "S", "S", "H", "H"],
  "coordinates": [[0.80, -0.71, 1.08], [-1.36, 0.10, -1.35], [-1.46, -0.57, 0.80], [1.44, 0.96, -0.22], [-1.92, -2.01, -0.65], [3.12, 1.23, 0.87], [-2.85, 1.22, -1.80], [0.51, -0.01, 2.20], [1.73, -0.22, -0.93]]
}

(2)
{
  "formula": "H2P4S3",
  "method": "ωB97M-V/def2-TZVPD",
  "max_force_ev_per_a": 1.653,
  "homo_lumo_gap_ev": [5.0762, 7.0030],
  "relative_energy_ev": 2.0856,
  "energy_ev": -69692.88656,
  "lumo_energy_ev": [-2.634, -1.606],
  "homo_energy_ev": [-7.71, -8.61],
  "elements": ["P", "P", "P", "P", "S", "S", "S", "H", "H"],
  "coordinates": [[0.79, 0.22, 0.27], [-2.55, -0.27, -1.17], [-0.43, -0.93, -1.21], [-2.39, -2.35, 1.20], [0.34, -0.16, 2.16], [-2.98, -0.37, 0.87], [-1.01, -2.76, -0.32], [1.71, -0.81, 0.01], [-1.93, 0.94, -1.20]]
}

(3)
{
  "formula": "H2S",
  "method": "ωB97M-V/def2-TZVPD",
  "max_force_ev_per_a": 4.294,
  "homo_lumo_gap_ev": 10.9119,
  "relative_energy_ev": 0.3272,
  "energy_ev": -10867.18665,
  "lumo_energy_ev": 1.064,
  "homo_energy_ev": -9.85,
  "elements": ["S", "H", "H"],
  "coordinates": [[-0.65, 0.01, 0.01], [0.38, -0.83, -0.01], [0.27, 0.82, 0.00]]
}

(4)
{
  "formula": "H2S2",
  "method": "ωB97M-V/def2-TZVPD",
  "max_force_ev_per_a": 2.871,
  "multiplicity": 3,
  "homo_lumo_gap_ev": [11.1144, 7.0881],
  "energy_ev": -21699.68955,
  "s_squared": 2.005,
  "lumo_energy_ev": [0.974, -2.592],
  "homo_energy_ev": [-10.14, -9.68],
  "elements": ["S", "S", "H", "H"],
  "coordinates": [[0.36, -2.04, 0.79], [0.09, 2.64, -0.81], [1.06, -3.06, 1.16], [1.08, 2.01, -1.24]]
}

(5)
{
  "formula": "H30IO15Zn",
  "method": "ωB97M-V/def2-TZVPD",
  "max_force_ev_per_a": 2.663,
  "homo_lumo_gap_ev": 3.3734,
  "charge": 1,
  "relative_energy_ev": 5.3355,
  "energy_ev": -87708.96892,
  "lumo_energy_ev": -8.342,
  "homo_energy_ev": -11.72,
  "elements": ["Zn", "I", "O", "H", "H", "O", "H", "H", "O", "H", "H", "O", "H", "H", "O", "H", "H", "O", "H", "H", "O", "H", "H", "O", "H", "H", "O", "H", "H", "O", "H", "H", "O", "H", "H", "O", "H", "H", "O", "H", "H", "O", "H", "H", "O", "H", "H"],
  "coordinates": [[-1.87, -4.73, -1.38], [-0.15, -0.28, -0.06], [0.92, -1.46, -3.28], [0.19, -1.92, -3.70], [0.65, -1.38, -2.36], [3.59, -0.63, -2.32], [3.33, -0.07, -1.59], [4.40, -1.05, -2.03], [-3.21, -4.76, 0.15], [-3.25, -3.97, 0.67], [-4.12, -5.01, 0.00], [-4.09, 2.44, 0.03], [-3.90, 3.33, 0.34], [-4.98, 2.49, -0.32], [3.75, -2.24, 0.67], [3.23, -2.74, 0.05], [3.58, -1.32, 0.45], [2.33, 3.28, -0.95], [3.27, 3.14, -1.06], [1.98, 3.25, -1.84], [3.94, 0.44, 0.33], [3.32, 0.88, 0.91], [4.47, 1.15, -0.02], [-2.29, -2.60, -1.41], [-3.02, -2.03, -1.64], [-1.60, -2.00, -1.13], [-4.40, 0.13, 1.56], [-4.00, 0.83, 1.05], [-4.86, -0.41, 0.92], [-1.98, 0.46, 2.90], [-1.50, -0.08, 2.28], [-1.31, 0.81, 3.49], [-2.33, 1.89, -2.65], [-2.90, 1.61, -1.94], [-1.54, 1.36, -2.54], [0.24, 3.69, 0.94], [0.11, 2.85, 0.50], [-0.48, 3.76, 1.56], [1.96, 1.29, 2.36], [1.63, 0.42, 2.11], [1.44, 1.52, 3.14], [-0.23, -4.39, -0.18], [-0.06, -4.06, 0.70], [0.63, -4.65, -0.50], [2.81, 3.80, 1.70], [2.63, 2.93, 2.05], [3.68, 4.01, 2.03]]
}

(6)
{
  "formula": "H30O14S2",
  "method": "ωB97M-V/def2-TZVPD",
  "max_force_ev_per_a": 2.699,
  "homo_lumo_gap_ev": 9.5774,
  "relative_energy_ev": 0.7882,
  "energy_ev": -50822.04746,
  "lumo_energy_ev": -0.180,
  "homo_energy_ev": -9.76,
  "elements": ["S", "S", "H", "H", "H", "H", "O", "H", "H", "O", "H", "H", "O", "H", "H", "O", "H", "H", "O", "H", "H", "O", "H", "H", "O", "H", "H", "O", "H", "H", "O", "H", "H", "O", "H", "H", "O", "H", "H", "O", "H", "H", "O", "H", "H", "O"],
  "coordinates": [[-1.25, 3.28, 2.52], [-2.48, 1.71, 2.19], [-0.82, 3.04, 3.79], [-3.60, 2.02, 2.96], [3.41, 1.50, 1.98], [2.92, 2.50, 2.88], [3.68, 2.38, 2.29], [0.28, 4.04, -2.53], [-0.63, 4.54, -1.47], [-0.35, 3.71, -1.86], [-2.84, -2.52, -2.80], [-3.79, -2.93, -1.74], [-3.20, -3.33, -2.39], [1.61, -2.12, -0.66], [1.36, -3.42, -1.46], [2.00, -2.97, -0.89], [-1.64, -3.38, -0.05], [-1.16, -3.85, -1.41], [-0.85, -3.63, -0.53], [0.23, 0.84, -0.93], [0.33, 2.35, -0.91], [0.53, 1.56, -0.35], [0.02, -2.55, 2.85], [-0.08, -2.72, 1.49], [-0.48, -3.17, 2.26], [1.73, 3.45, 0.67], [3.19, 3.44, 1.20], [2.63, 3.41, 0.32], [1.94, -0.30, 1.48], [0.88, 0.87, 1.51], [1.46, 0.31, 2.05], [0.30, -1.51, -4.27], [-1.24, -1.80, -4.45], [-0.54, -1.62, -3.82], [2.36, 0.94, -2.54], [1.10, 1.49, -3.20], [1.82, 0.86, -3.36], [-3.48, -0.95, 0.94], [-4.59, -1.47, 0.27], [-3.64, -1.42, 0.11], [2.41, 1.31, -0.36], [3.99, 1.63, -0.58], [3.26, 1.03, -0.70], [-2.58, -2.72, 2.69], [-1.64, -1.89, 3.55], [-2.56, -1.93, 3.25]]
}

(7)
{
  "formula": "H32KO16",
  "method": "ωB97M-V/def2-TZVPD",
  "max_force_ev_per_a": 3.208,
  "homo_lumo_gap_ev": 11.3699,
  "charge": 1,
  "relative_energy_ev": 0.0000,
  "energy_ev": -49603.74866,
  "lumo_energy_ev": -2.283,
  "homo_energy_ev": -13.65,
  "elements": ["K", "O", "H", "H", "O", "H", "H", "O", "H", "H", "O", "H", "H", "O", "H", "H", "O", "H", "H", "O", "H", "H", "O", "H", "H", "O", "H", "H", "O", "H", "H", "O", "H", "H", "O", "H", "H", "O", "H", "H", "O", "H", "H", "O", "H", "H", "O", "H", "H"],
  "coordinates": [[-1.37, 0.21, -0.88], [-0.59, -1.57, 0.89], [-0.11, -1.03, 1.49], [-0.38, -2.49, 1.01], [1.56, 1.65, -0.81], [2.35, 1.74, -0.19], [1.97, 0.87, -1.25], [1.05, -1.64, -1.54], [0.16, -1.94, -1.66], [1.35, -1.99, -0.69], [-2.36, 3.53, -0.71], [-1.54, 3.76, -1.19], [-2.98, 4.24, -0.91], [3.46, 2.06, 1.32], [3.35, 1.43, 2.06], [3.37, 2.87, 1.81], [3.38, 0.40, 3.84], [4.13, -0.25, 3.91], [3.22, 0.75, 4.72], [-2.15, 1.73, -3.15], [-2.98, 2.05, -3.47], [-1.51, 2.46, -3.15], [-4.04, -3.58, 0.22], [-4.40, -3.46, -0.67], [-4.04, -2.67, 0.54], [0.11, 3.77, -2.12], [0.91, 3.24, -1.87], [0.54, 4.65, -2.25], [-4.13, -0.61, 1.03], [-3.48, -0.09, 1.47], [-4.96, -0.18, 1.28], [3.75, -0.58, -1.37], [3.06, -1.16, -1.62], [4.51, -0.69, -2.01], [0.75, 0.72, 1.69], [1.14, 1.06, 0.88], [1.40, 0.25, 2.28], [-1.34, -4.18, 0.13], [-2.22, -3.92, 0.42], [-1.30, -5.07, -0.06], [3.05, -1.21, 1.15], [3.65, -1.76, 1.63], [3.60, -0.97, 0.40], [-1.65, -2.32, -2.15], [-1.55, -3.16, -1.62], [-1.59, -2.68, -3.06], [-1.81, 1.59, 1.28], [-1.16, 1.77, 1.98], [-2.16, 2.40, 0.98]]
}

(8)
{
  "formula": "H32O16",
  "method": "ωB97M-V/def2-TZVPD",
  "max_force_ev_per_a": 3.507,
  "homo_lumo_gap_ev": 9.3069,
  "relative_energy_ev": 4.4994,
  "energy_ev": -33280.43449,
  "lumo_energy_ev": -0.515,
  "homo_energy_ev": -9.82,
  "elements": ["O", "H", "H", "O", "H", "H", "O", "H", "H", "O", "H", "H", "O", "H", "H", "O", "H", "H", "O", "H", "H", "O", "H", "H", "O", "H", "H", "O", "H", "H", "O", "H", "H", "O", "H", "H", "O", "H", "H", "O", "H", "H", "O", "H", "H", "O", "H", "H"],
  "coordinates": [[-3.58, -0.07, 1.47], [-4.38, -0.23, 0.96], [-3.00, -0.82, 1.29], [-3.25, -0.84, -1.38], [-2.53, -0.28, -1.70], [-3.93, -0.66, -2.08], [-1.69, 1.90, -1.56], [-1.08, 2.70, -1.64], [-1.27, 1.49, -0.80], [1.01, 0.65, 2.93], [1.31, -0.20, 3.20], [0.60, 0.50, 2.12], [-0.06, 0.33, 0.18], [0.57, 0.06, -0.44], [-0.65, -0.46, 0.28], [2.33, 2.25, -0.12], [2.76, 1.46, 0.17], [2.66, 2.84, 0.54], [3.41, -0.18, 1.20], [3.27, -0.26, 2.13], [2.76, -0.79, 0.96], [1.19, 1.85, -2.48], [1.73, 1.49, -3.19], [1.56, 1.90, -1.62], [-2.41, 2.38, 1.45], [-2.66, 1.48, 1.30], [-2.04, 2.26, 2.34], [-1.62, -2.04, 0.45], [-1.00, -2.64, 0.07], [-2.17, -1.86, -0.29], [2.79, -0.82, -1.63], [3.74, -0.65, -1.54], [2.66, -1.12, -2.56], [-1.25, -1.39, 3.10], [-1.06, -2.07, 2.52], [-0.51, -1.55, 3.71], [0.34, -2.72, -1.12], [0.18, -1.93, -1.63], [1.10, -3.16, -1.56], [-0.05, 3.44, 0.22], [0.73, 2.97, -0.02], [-0.58, 3.02, 0.88], [-0.27, -0.49, -2.64], [-0.02, 0.42, -2.75], [-0.82, -0.82, -3.33], [1.65, -2.21, 1.21], [2.32, -2.87, 1.05], [1.22, -2.23, 0.37]]
}